Entry 1:
{"formula": "C3HBrF5NO3", "method": "ωB97M-V/def2-TZVPD", "elements": ["O", "N", "O", "C", "F", "F", "C", "O", "Br", "C", "F", "F", "F", "H"], "positions_angstrom": [[1.79, 1.49, -0.21], [1.54, 1.08, 0.88], [1.94, 1.41, 1.94], [0.41, -0.10, 1.05], [-0.38, 0.38, 1.97], [1.20, -1.09, 1.53], [-0.44, -0.79, -0.21], [0.40, -1.57, -0.85], [-1.88, -1.83, 0.62], [-1.02, 0.49, -1.07], [-0.34, 0.80, -2.19], [-0.98, 1.53, -0.28], [-2.29, 0.21, -1.53], [0.07, -2.02, -1.66]], "mulliken_charge": [-0.55, 0.99, -0.55, 0.56, -0.21, -0.26, 0.09, -0.53, -0.04, 0.82, -0.24, -0.23, -0.27, 0.43], "spin_multiplicity": 1, "smiles": "O=[N+]([O-])C(F)(F)[C@@](O)(Br)C(F)(F)F", "homo_energy_ev": -11.30, "lumo_ev": 0.09}

***

Entry 2:
{"formula": "C2H7N3", "method": "ωB97M-V/def2-TZVPD", "elements": ["H", "N", "C", "N", "N", "C", "H", "H", "H", "H", "H", "H"], "positions_angstrom": [[-2.68, -0.90, -0.19], [-1.58, -0.99, 0.18], [-1.46, 0.33, -0.05], [-0.24, 1.04, -0.17], [0.90, 0.48, 0.56], [1.67, -0.55, -0.28], [-2.15, 1.08, -0.32], [-0.32, 2.09, 0.10], [0.66, -0.30, 1.28], [2.10, -0.04, -1.26], [0.96, -1.39, -0.62], [2.15, -0.85, 0.75]], "mulliken_charge": [0.27, -0.60, -0.01, -0.24, -0.44, -0.64, 0.31, 0.28, 0.30, 0.26, 0.21, 0.30], "spin_multiplicity": 1, "smiles": "[H]/N=C/NNC", "homo_energy_ev": -9.23, "lumo_ev": 0.83}

***

Entry 3:
{"formula": "C23H37N5O3", "method": "ωB97M-V/def2-TZVPD", "elements": ["C", "C", "C", "C", "C", "C", "C", "C", "O", "N", "C", "C", "C", "N", "C", "C", "C", "C", "O", "N", "C", "C", "O", "C", "C", "C", "C", "C", "C", "N", "N", "H", "H", "H", "H", "H", "H", "H", "H", "H", "H", "H", "H", "H", "H", "H", "H", "H", "H", "H", "H", "H", "H", "H", "H", "H", "H", "H", "H", "H", "H", "H", "H", "H", "H", "H", "H", "H"], "positions_angstrom": [[-6.16, 3.14, 2.53], [-5.89, 4.62, 2.24], [-7.01, 5.49, 2.79], [-5.75, 4.85, 0.72], [-4.59, 4.12, 0.15], [-3.24, 4.37, 0.19], [-2.63, 3.29, -0.50], [-1.16, 3.17, -0.63], [-0.45, 3.83, 0.12], [-0.64, 2.39, -1.60], [-1.35, 1.50, -2.49], [-1.04, 0.04, -2.13], [0.47, -0.20, -2.20], [0.78, -1.61, -1.98], [2.04, -2.02, -2.57], [2.40, -3.43, -2.12], [2.71, -3.47, -0.61], [4.19, -3.21, -0.37], [4.90, -2.71, -1.22], [4.69, -3.51, 0.86], [4.05, -4.21, 1.95], [4.81, -5.52, 2.21], [6.16, -5.27, 2.50], [6.79, -4.60, 1.43], [6.09, -3.27, 1.14], [1.90, -2.37, 0.11], [0.59, -2.12, -0.63], [1.19, 0.80, -1.28], [0.80, 2.23, -1.67], [-3.56, 2.44, -0.91], [-4.72, 2.95, -0.52], [-7.08, 2.82, 2.05], [-6.26, 2.99, 3.60], [-5.34, 2.52, 2.17], [-4.95, 4.90, 2.71], [-7.10, 5.34, 3.87], [-6.81, 6.54, 2.61], [-7.96, 5.23, 2.33], [-6.67, 4.54, 0.22], [-5.61, 5.92, 0.54], [-2.73, 5.20, 0.63], [-2.42, 1.68, -2.41], [-1.01, 1.70, -3.51], [-1.55, -0.63, -2.82], [-1.41, -0.15, -1.12], [0.79, 0.00, -3.23], [1.92, -2.00, -3.65], [2.88, -1.35, -2.31], [3.28, -3.76, -2.67], [1.57, -4.10, -2.35], [2.43, -4.45, -0.23], [3.00, -4.43, 1.73], [4.09, -3.58, 2.84], [4.40, -6.03, 3.09], [4.72, -6.17, 1.33], [7.82, -4.43, 1.74], [6.77, -5.22, 0.52], [6.53, -2.78, 0.27], [6.17, -2.61, 2.01], [2.48, -1.45, 0.13], [1.69, -2.65, 1.14], [0.03, -3.06, -0.69], [-0.03, -1.42, -0.05], [2.27, 0.69, -1.37], [0.91, 0.63, -0.24], [1.25, 2.95, -0.99], [1.13, 2.44, -2.69], [-5.58, 2.45, -0.72]], "mulliken_charge": [-1.44, 0.80, -1.59, -1.14, 0.45, -0.76, 0.49, 0.68, -0.74, 0.13, -0.95, -0.63, -0.51, 0.19, -0.71, -1.34, 0.45, 0.26, -0.69, 0.05, -0.52, -0.69, -0.38, -0.59, -0.72, -0.73, -1.21, -0.04, -1.53, -0.67, -0.01, 0.31, 0.43, 0.35, 0.26, 0.41, 0.38, 0.35, 0.35, 0.38, 0.48, 0.64, 0.28, 0.39, 0.19, 0.35, 0.37, 0.39, 0.50, 0.41, 0.53, 0.42, 0.20, 0.35, 0.34, 0.36, 0.31, 0.43, 0.33, 0.35, 0.60, 0.28, 0.61, 0.44, 0.18, 0.49, 0.37, 0.26], "spin_multiplicity": 1, "smiles": "CC(C)Cc1cc(C(=O)N2CCC(N3CCC(C(=O)N4CCOCC4)CC3)CC2)n[nH]1", "homo_energy_ev": -7.94, "lumo_ev": 0.74}

***

Entry 4:
{"formula": "C22H32GdI3N3S", "method": "ωB97M-V/def2-TZVPD", "elements": ["Gd", "N", "C", "C", "C", "C", "C", "C", "C", "C", "C", "C", "C", "C", "H", "H", "H", "H", "H", "H", "H", "H", "H", "H", "I", "C", "I", "H", "H", "I", "C", "C", "C", "C", "N", "C", "S", "N", "C", "C", "C", "C", "H", "H", "H", "H", "H", "H", "H", "H", "H", "H", "H", "H", "H", "H", "H", "H", "H", "H", "H", "H"], "positions_angstrom": [[0.53, -0.89, -2.08], [1.75, 0.06, 0.10], [2.71, -0.93, 0.56], [2.49, -1.62, 1.75], [3.41, -2.56, 2.19], [4.56, -2.79, 1.46], [4.79, -2.10, 0.29], [3.87, -1.17, -0.19], [4.12, -0.51, -1.49], [4.76, 0.73, -1.56], [5.10, 1.26, -2.79], [4.83, 0.57, -3.96], [4.18, -0.65, -3.90], [3.83, -1.19, -2.67], [1.23, 0.40, 0.92], [2.29, 0.85, -0.28], [1.60, -1.41, 2.33], [3.22, -3.09, 3.10], [5.29, -3.50, 1.81], [5.70, -2.26, -0.28], [5.01, 1.25, -0.65], [5.59, 2.23, -2.84], [5.11, 0.98, -4.91], [3.95, -1.20, -4.81], [-0.68, -3.42, -0.68], [0.63, -4.60, -1.97], [2.57, -3.01, -2.50], [0.01, -4.91, -2.81], [0.90, -5.48, -1.40], [1.24, 1.77, -3.06], [-5.24, -1.33, 0.75], [-4.76, -1.50, 2.19], [-3.24, -1.60, 2.36], [-2.47, -0.36, 1.92], [-2.32, -0.38, 0.47], [-1.94, 0.53, -0.42], [-2.13, 0.06, -2.07], [-1.42, 1.73, -0.18], [-1.20, 2.42, 1.08], [-2.40, 3.24, 1.58], [-2.53, 4.63, 0.94], [-2.98, 4.60, -0.51], [-6.32, -1.31, 0.73], [-4.91, -2.16, 0.13], [-4.89, -0.39, 0.31], [-5.20, -2.40, 2.60], [-5.12, -0.66, 2.79], [-2.86, -2.47, 1.81], [-3.03, -1.76, 3.42], [-1.48, -0.37, 2.39], [-3.00, 0.54, 2.23], [-2.75, -1.20, 0.05], [-1.35, 2.33, -1.00], [-0.36, 3.10, 0.93], [-0.93, 1.69, 1.83], [-2.27, 3.38, 2.65], [-3.33, 2.68, 1.41], [-1.58, 5.16, 1.03], [-3.27, 5.19, 1.52], [-2.22, 4.20, -1.17], [-3.20, 5.61, -0.84], [-3.89, 4.01, -0.62]], "mulliken_charge": [0.48, -0.17, 1.08, -0.56, -0.73, -0.84, -0.59, -0.06, 0.62, -0.02, -0.75, -0.59, -0.65, -0.45, 0.02, 0.32, 0.44, 0.44, 0.42, 0.52, 0.51, 0.42, 0.41, 0.45, 0.11, -1.05, 0.37, 0.41, 0.34, -0.32, -1.05, -0.37, -0.98, -0.35, 0.45, -0.33, -0.21, 0.42, -0.79, -0.58, -0.69, -1.03, 0.37, 0.27, 0.19, 0.37, 0.28, 0.20, 0.41, 0.22, 0.25, 0.19, 0.18, 0.62, 0.15, 0.40, 0.23, 0.32, 0.36, 0.23, 0.38, 0.28], "s2": 16.118, "spin_multiplicity": 8, "homo_energy_ev": [-10.65, -10.03], "total_charge": 1, "lumo_ev": [-2.80, -5.32]}

***

Entry 5:
{"formula": "C4H5N2", "method": "ωB97M-V/def2-TZVPD", "elements": ["C", "C", "C", "C", "N", "N", "H", "H", "H", "H", "H"], "positions_angstrom": [[-0.69, -0.33, 0.69], [1.20, 0.85, -0.39], [1.21, -1.51, -0.24], [1.40, -0.42, -0.92], [0.05, 0.91, 0.21], [0.12, -1.41, 0.39], [-1.62, -0.32, 0.10], [-0.89, -0.18, 1.77], [1.89, 1.70, -0.75], [1.87, -2.30, -0.36], [-0.37, 1.71, 0.68]], "mulliken_charge": [-0.35, 0.15, 0.02, -0.11, -0.14, -0.27, 0.33, 0.32, 0.36, 0.43, 0.26], "spin_multiplicity": 1, "homo_energy_ev": [-14.53, -14.28], "total_charge": 1, "lumo_ev": [-6.78, -6.21]}

***

Entry 6:
{"formula": "C3H12F6FeN2O11S2", "method": "ωB97M-V/def2-TZVPD", "elements": ["Fe", "C", "F", "F", "F", "S", "O", "O", "O", "C", "F", "F", "F", "S", "O", "O", "O", "O", "H", "H", "O", "H", "H", "O", "H", "H", "O", "H", "H", "C", "O", "N", "N", "H", "H", "H", "H"], "positions_angstrom": [[0.58, 0.34, 0.83], [-2.13, -3.42, 1.58], [-2.36, -3.96, 2.75], [-2.36, -4.29, 0.62], [-2.97, -2.37, 1.41], [-0.37, -2.80, 1.50], [0.26, -3.49, 0.40], [-0.51, -1.34, 1.26], [0.17, -3.09, 2.79], [-1.47, 4.03, -0.70], [-0.81, 5.12, -0.40], [-2.03, 3.53, 0.42], [-2.43, 4.28, -1.57], [-0.33, 2.74, -1.43], [0.88, 3.43, -1.78], [-0.06, 1.81, -0.29], [-1.06, 2.10, -2.47], [2.38, 1.12, -0.20], [2.60, 2.06, -0.29], [2.87, 0.66, -0.89], [2.04, -1.11, 1.28], [2.57, -1.30, 2.06], [2.29, -1.76, 0.60], [1.55, 1.42, 2.34], [1.26, 1.70, 3.22], [2.35, 1.94, 2.14], [-1.27, 0.90, 1.82], [-2.07, 0.36, 1.76], [-1.52, 1.71, 2.30], [0.39, -1.15, -2.17], [0.60, -0.72, -0.98], [-0.01, -2.42, -2.38], [0.44, -0.31, -3.23], [-0.35, -2.66, -3.30], [0.15, -3.12, -1.66], [0.38, -0.62, -4.19], [0.34, 0.69, -3.15]], "mulliken_charge": [1.52, 0.65, -0.20, -0.21, -0.23, 0.88, -0.73, -0.71, -0.65, 0.64, -0.22, -0.21, -0.19, 1.00, -0.68, -0.14, -0.70, -0.29, 0.29, 0.26, -0.24, 0.27, 0.33, -0.46, 0.28, 0.30, -0.34, 0.28, 0.23, 0.48, -0.34, -0.33, -0.32, 0.18, 0.27, 0.21, 0.15], "s2": 8.755, "spin_multiplicity": 6, "homo_energy_ev": [-13.57, -13.49], "total_charge": 1, "lumo_ev": [-3.63, -6.40]}